(1)
DFT (ωB97M-V/def2-TZVPD) results for C31H82CdN5O13 as an isolated structure in a non-equilibrium geometry.

total charge = +1
Kohn-Sham gap = 1.8 eV
molar mass = 845.43 g mol⁻¹
E_HOMO = -10.2 eV
LUMO = -8.36 eV

Cartesian coordinates (Å):
1 H -5.1232 14.9120 -23.2699
2 H -11.5499 4.7599 -20.7356
3 O -11.5646 15.2499 -16.5034
4 H -6.9727 9.6141 -17.7315
5 H -10.9444 15.0654 -14.4914
6 H -19.2914 21.5666 -16.1510
7 H -15.0243 21.3983 -15.2437
8 N -15.9673 15.0754 -13.8882
9 H -8.0877 13.8178 -5.9519
10 H -13.8921 23.4416 -15.4604
11 C -16.8882 10.3139 -13.5320
12 C -9.2774 14.9729 -8.8963
13 H -6.0234 12.5864 -23.3241
14 H -11.4373 22.6174 -14.7438
15 H -15.3514 17.6774 -11.6405
16 H -10.7914 16.6543 -15.1600
17 C -5.0541 14.3275 -22.3525
18 H -6.6624 7.8898 -17.7861
19 C -10.7641 15.5975 -15.4255
20 H -12.4791 6.7553 -20.3652
21 C -11.4777 4.4447 -19.6946
22 C -15.4448 16.6272 -11.9171
23 H -12.1916 3.6504 -19.4764
24 C -8.6806 14.6387 -5.5485
25 O -17.3387 21.1763 -15.6878
26 H -9.2518 9.8804 -16.4781
27 H -13.4588 8.3901 -18.8102
28 H -4.8296 15.9599 -21.1459
29 C -16.6190 13.9885 -13.0667
30 C -7.2844 8.6541 -17.3200
31 H -3.9862 13.8991 -18.6100
32 H -10.4259 12.1536 -11.3602
33 C -5.7653 12.8961 -22.3114
34 H -6.0574 13.7754 -19.9621
35 H -17.6660 14.2596 -12.9307
36 H -9.4016 10.1204 -18.2017
37 H -8.3747 13.2494 -10.8721
38 C -12.3233 10.9998 -9.5633
39 O -8.5861 8.2760 -17.5470
40 C -15.4837 22.0684 -16.9582
41 N -11.3424 8.2319 -18.5643
42 C -16.4768 12.6558 -13.7598
43 C -2.3089 15.6118 -18.4684
44 H -8.9788 15.5291 -9.7849
45 H -15.1671 22.0880 -18.0010
46 C -4.0049 14.4688 -19.5391
47 O -3.3798 15.6876 -19.3789
48 O -12.7371 18.9755 -19.3324
49 N -5.5007 15.2164 -21.2765
50 H -11.0124 8.2192 -16.5065
51 H -15.9816 15.2864 -8.9412
52 O -9.5673 15.1462 -6.5180
53 H -12.8775 7.3759 -17.4854
54 H -17.2383 16.6495 -13.2752
55 C -16.1843 16.3727 -13.2487
56 C -12.3221 21.9816 -14.7108
57 H -19.0818 20.7251 -14.6120
58 C -12.6824 7.6855 -18.5121
59 H -18.8762 19.8837 -16.1442
60 H -15.7613 23.0849 -16.6797
61 H -2.7537 15.3680 -17.5036
62 H -13.0728 11.7574 -9.3340
63 H -10.6990 7.4748 -18.7458
64 O -13.3515 12.2943 -20.3552
65 H -12.0854 20.7716 -11.5904
66 H -16.7699 20.2918 -17.3609
67 H -9.6997 15.4136 -15.5717
68 O -10.9460 11.5134 -9.3926
69 H -5.9611 15.3642 -19.2361
70 H -6.7263 13.0705 -21.8275
71 H -11.2529 20.3200 -12.9741
72 H -11.5014 9.7911 -17.0132
73 H -4.9041 10.0508 -20.8795
74 C -8.9254 12.8726 -10.0102
75 H -13.6993 5.9166 -19.4070
76 H -6.5827 10.7051 -21.3534
77 H -16.7692 12.5989 -14.8083
78 C -10.9203 8.9256 -17.3315
79 H -10.9314 21.8886 -12.3553
80 H -12.0713 21.0096 -15.1355
81 H -7.9376 15.4125 -5.3553
82 O -16.1452 15.9980 -10.8600
83 H -5.4457 10.1422 -22.5342
84 H -12.5052 10.2387 -8.8045
85 H -15.9004 9.9392 -13.2638
86 C -15.3393 15.7769 -9.6726
87 H -3.9941 14.1688 -22.1541
88 H -9.2268 13.1466 -8.1393
89 H -14.8833 16.6118 -9.1407
90 H -14.4532 16.2029 -12.0748
91 C -12.7481 6.4463 -19.3551
92 O -4.9754 11.9781 -21.4881
93 H -12.0726 19.5453 -19.7197
94 C -5.5157 10.6369 -21.5654
95 H -7.0864 8.7219 -16.2503
96 C -5.4578 14.6848 -19.9240
97 H -11.0610 13.3545 -10.3489
98 H -14.9864 14.8664 -14.0081
99 H -12.4626 10.5011 -10.5224
100 H -17.6458 9.5527 -13.3457
101 C -10.4283 12.4676 -10.3164
102 H -17.5496 21.7789 -17.6463
103 H -9.1455 14.2556 -4.6401
104 H -3.4079 13.7801 -20.1369
105 N -8.6546 13.6579 -8.7960
106 N -14.4696 21.5272 -16.0779
107 C -9.4903 9.3733 -17.4130
108 H -10.4579 4.0601 -19.7023
109 H -16.1967 14.0702 -12.0652
110 C -16.8277 21.3104 -16.9773
111 H -14.5483 15.0402 -9.8126
112 H -14.2514 11.9888 -20.4698
113 O -17.2125 11.6474 -13.0790
114 H -1.5517 14.8645 -18.7055
115 C -8.9956 15.7539 -7.6447
116 H -13.0074 19.4299 -18.5344
117 O -12.8329 21.7408 -13.3665
118 H -12.9469 22.7900 -16.6913
119 H -7.9606 16.0913 -7.5883
120 Cd -13.1402 15.6074 -19.9315
121 C -11.7467 21.1888 -12.5388
122 H -16.9806 10.4018 -14.6145
123 H -15.6675 17.0721 -13.9059
124 H -12.8344 11.4927 -20.2747
125 H -8.3858 11.9648 -9.7403
126 H -1.8016 16.5748 -18.4106
127 C -13.4026 22.5092 -15.7418
128 H -15.4352 12.3383 -13.7108
129 H -10.3539 14.8030 -8.8784
130 O -11.8289 5.4965 -18.7844
131 H -9.6306 16.6397 -7.6587
132 C -18.6914 20.8240 -15.6249

Atom charges from the Mulliken analysis, given in e for atoms 1 to 5:
1 H 0.421
2 H 0.311
3 O -0.309
4 H 0.304
5 H 0.246

***

(2)
DFT (ωB97M-V/def2-TZVPD) results for a 12-piece molecular cluster, C48H132N12O12 overall in a non-equilibrium geometry.

Kohn-Sham gap = 8.9 eV
molar mass = 1069.66 g mol⁻¹
E_HOMO = -8.5 eV
LUMO = 0.36 eV
structure (SMILES) = COC[C@H](C)N.COC[C@H](C)N.COC[C@H](C)N.COC[C@H](C)N.COC[C@H](C)N.COC[C@H](C)N.COC[C@H](C)N.COC[C@H](C)N.COC[C@H](C)N.COC[C@H](C)N.COC[C@H](C)N.COC[C@H](C)N

Cartesian coordinates (Å):
1 N -4.1281 -0.8671 5.5906
2 H -7.3124 -2.1712 2.5823
3 C -2.4889 -1.4689 -5.1231
4 H -3.5868 2.8432 -3.8848
5 C 1.1019 4.2964 -6.9243
6 H 5.6118 -0.6804 -5.7121
7 C 1.8943 -1.3233 -6.3198
8 H -1.5616 -0.7554 1.5049
9 H -1.0440 -4.6574 1.0161
10 H 0.0462 0.4238 -3.2897
11 O 6.4544 0.2953 -4.1287
12 N 3.4925 2.4616 -4.3105
13 H 5.7594 1.8341 -2.9452
14 H 5.1237 2.8557 -6.6491
15 C -7.2289 -5.6422 2.4795
16 N 9.6105 -1.1856 0.2667
17 C 0.9200 4.4069 4.8404
18 O -4.4020 1.7278 6.3732
19 H -1.2761 3.1327 2.4870
20 H -1.7018 -1.1987 6.9212
21 C -4.3021 1.4797 4.9847
22 H 1.9846 1.3202 0.3069
23 H -4.1201 3.1593 7.7947
24 H 2.9047 -4.0456 2.4623
25 N 0.5169 0.1131 -10.2143
26 H 3.1808 3.2091 -4.9332
27 H 7.2288 -1.4374 -0.7011
28 H -7.2220 -4.1190 3.9600
29 H -1.0431 -2.9063 1.2454
30 H -2.5926 0.4012 0.6616
31 H -4.5201 3.8077 6.1713
32 H 1.2757 -0.7084 -2.6204
33 H -2.9036 2.0904 -2.4624
34 H -4.3894 -3.1740 5.0235
35 H -0.8400 2.4637 4.0403
36 H 1.0908 -1.6692 -5.6660
37 H 1.7844 5.9849 6.7390
38 C 4.6808 1.7624 -4.8358
39 C -3.3850 -0.5698 -3.1564
40 H -4.0277 -1.4557 -3.1918
41 H -0.0553 1.5626 9.8797
42 H 6.5555 2.2547 -5.7773
43 H 0.0925 5.2176 3.0923
44 C -0.0095 1.5459 8.7890
45 C 0.3031 4.2200 3.4883
46 O -2.2112 -0.7418 -3.9370
47 H 1.0433 3.6663 1.6133
48 N 1.2773 3.5357 2.5949
49 C 3.5709 -3.3477 1.9441
50 H 9.2096 -2.4209 -1.9623
51 H 10.7144 -1.5869 -2.0677
52 C -7.0965 -3.1157 2.0694
53 H 0.4437 1.9703 -1.4812
54 C 0.7189 5.7276 6.7711
55 H -1.8883 -1.0551 -10.7018
56 H -1.8048 3.9012 3.9945
57 H -1.6017 -2.3857 -9.5087
58 C 9.6382 -1.4369 -2.1672
59 H 9.3653 -1.0879 -3.1607
60 H 2.7333 1.8007 -4.2562
61 H 2.9371 0.5060 2.0956
62 H 1.1451 3.4765 5.3775
63 H 3.2687 -3.3911 0.8881
64 H 5.5102 -1.5653 -4.1588
65 C -2.6021 -3.8275 3.0436
66 N -9.0930 -4.2063 3.0169
67 C -0.3330 0.2061 -0.6070
68 H 1.3584 4.8400 -7.8412
69 C 5.9042 0.7319 0.0422
70 C -5.2321 -2.1273 1.0794
71 H -3.9057 -6.7157 4.4181
72 N -5.2415 1.0727 -2.7375
73 C -3.2883 -4.5943 4.1727
74 C -0.9719 3.4038 3.4988
75 H 10.5566 -0.9638 0.5565
76 H -3.1913 -2.2953 -4.9593
77 H 0.0495 -0.8069 -0.4044
78 C 6.1335 -0.9149 -4.7790
79 H 4.2500 -0.0890 4.1431
80 C 0.1800 -2.0739 6.2655
81 N 1.0661 0.5353 3.0531
82 H 1.9318 4.8285 4.7184
83 H -7.6907 -6.3846 3.1367
84 H 0.9703 1.9402 8.4871
85 H 2.1272 4.1004 2.6461
86 H -1.2966 -1.5102 4.3132
87 H -2.3490 -6.4475 3.5340
88 H -6.5857 0.5311 5.8972
89 C 2.4339 -0.0129 2.9188
90 H 4.6026 -3.6962 1.9554
91 C -0.8516 -0.9425 6.2831
92 H -4.1450 -2.0717 1.0693
93 C 2.2700 -1.4698 2.5225
94 O 2.1964 4.4027 -6.0296
95 C 0.7604 0.9220 -1.3547
96 C -4.8411 0.0548 4.7220
97 H 4.7012 0.4528 -3.0924
98 C 5.3874 1.0994 -3.6593
99 H -1.8995 0.8062 2.2535
100 H -3.2580 1.6078 4.6744
101 H 1.6092 1.0888 -7.6233
102 H 2.6806 1.4874 -1.1373
103 H -5.6072 1.9572 -3.0735
104 C 5.5676 2.6974 -5.6651
105 H 2.8337 6.2742 -6.5780
106 C -7.6292 -4.2445 2.9506
107 C -6.3433 -0.0214 4.9878
108 N -4.5942 -4.0262 4.5023
109 H -9.3425 -3.4016 3.5911
110 N -1.2255 -0.6809 4.8893
111 H -5.0502 -3.6682 3.6591
112 H -2.9080 3.1700 6.6441
113 C -0.7038 -3.8519 1.6779
114 C -4.0900 0.7322 -3.5705
115 H 0.2027 6.6034 7.1676
116 H -1.5858 -1.8630 -5.5780
117 H 7.0540 -1.4158 -5.0685
118 H 1.6335 6.2589 -5.2609
119 H -0.8137 1.2251 6.4521
120 H -1.2602 0.0348 -1.1588
121 H 0.3788 -3.9283 1.7363
122 H -6.6839 -1.0305 5.2289
123 C -0.2719 0.3489 6.8332
124 H -0.5004 -0.1087 4.4420
125 H -3.1155 -0.8025 5.3770
126 H -0.0595 -2.1028 -7.6818
127 H 1.6254 -1.9528 3.2699
128 C 0.5783 -1.4723 -8.3155
129 H 1.8158 0.7393 -3.2846
130 O 3.5552 -2.0710 2.5200
131 H -2.7244 -4.5053 5.1039
132 H 3.3610 5.8048 -5.0404
133 H -4.0973 -0.5083 6.5437
134 H 0.5818 0.4446 2.1570
135 H -3.1292 -0.5351 -2.0926
136 O 1.3995 -0.6890 -7.4780
137 H 1.1829 -2.1879 -8.8854
138 H -3.8155 -6.1953 2.7645
139 H -0.1567 2.8837 -7.8130
140 H 2.5800 -2.1256 -6.6159
141 H -0.5354 -2.1355 -10.8082
142 H -0.0845 1.1369 -5.9332
143 H -3.1677 -3.9549 2.1160
144 H -2.5790 -2.7500 3.2711
145 H 5.4108 1.0846 -0.8692
146 H -4.4690 0.5683 -4.5909
147 C 0.9738 0.3414 -2.7224
148 H 9.6031 0.4637 -1.0489
149 O -1.1998 -4.1169 2.9822
150 H 2.5881 2.2041 -7.0727
151 H -0.1359 0.6282 -10.7959
152 H 1.2303 1.5518 3.1505
153 N 1.8150 2.0943 -7.7309
154 C 7.6603 -0.4674 -0.9742
155 H 1.0062 -1.8137 5.6062
156 H -5.7056 -2.0952 0.0917
157 C -3.1413 1.9199 -3.5179
158 C 3.1898 0.1345 4.2391
159 H 0.9753 2.2416 -5.0454
160 H 4.2534 1.0163 -5.5169
161 O 0.1638 5.3825 5.5375
162 H 2.7905 -0.4379 5.0787
163 H -9.4956 -4.9800 3.5280
164 C 0.7042 2.8438 -7.1377
165 H -0.6014 2.7131 -5.3783
166 H -5.5185 -1.1809 1.5687
167 H 5.6186 1.3551 0.8862
168 H -0.3044 -2.9612 5.8502
169 H -7.4011 -5.9030 1.4379
170 C -0.2978 -0.6397 -9.2452
171 H 3.0751 1.1652 4.5941
172 H -2.1941 1.6783 -3.9975
173 H -3.0742 -0.8317 -5.7964
174 H 0.2273 4.8387 -6.5371
175 H -7.7586 -3.1668 1.1949
176 C -1.1516 -1.5809 -10.0965
177 C 9.1816 -0.5450 -1.0082
178 H 2.5386 -0.5928 -5.8270
179 H 7.3238 -0.1773 -1.9734
180 H -0.7564 2.3051 8.5092
181 C 2.4867 5.7231 -5.6882
182 O 7.2808 0.4824 0.0062
183 H 5.6468 3.6817 -5.1989
184 H -6.1769 -5.8134 2.7316
185 O -0.2498 0.2906 8.2451
186 H -6.0035 0.4157 -2.8856
187 O -0.5920 0.8564 0.6246
188 H -4.8138 2.2702 4.4115
189 C -3.3486 -6.0615 3.7494
190 H 5.3368 -0.1999 0.1977
191 H 9.0267 -0.6544 0.9167
192 H -4.6166 -0.2499 3.6956
193 H -0.9169 0.0122 -8.6185
194 C -3.9952 3.0202 6.7173
195 N 2.0224 0.9116 -0.6204
196 O -5.7209 -3.2202 1.8055
197 C -1.7097 0.3133 1.3051
198 C 0.2348 2.1742 -5.8425
199 H -6.8602 0.3100 4.0860
200 H 0.5171 -2.3296 7.2735
201 H 1.1045 0.8082 -9.7581
202 H 0.6070 4.9647 7.5479
203 H 0.7245 0.5165 6.3953
204 H 1.7775 -1.5898 1.5493

Atom charges from the Mulliken analysis, given in e for atoms 1 to 5:
1 N -0.486
2 H 0.202
3 C -0.755
4 H 0.487
5 C -1.563

***

The calculation returns the following energy relative to the best compared isomer or geometry (same formula, charge and spin) values, one per record and in order: 1040.0; 166.0 kJ/mol.
The calculation returns the following DFT total energy values, one per record and in order: -2649.1004; -3467.7233 Eh.